Below is C42H37IrP2 as an isolated structure at a distorted geometry, with properties calculated with the ωB97M-V functional and the def2-TZVPD basis.

Last column: Löwdin charge in e.
Geometry (Å):
C (-1.7362, 2.5128, -0.6244)  -0.121
C (-0.7489, 2.4090, 0.3605)  -0.354
C (0.2981, 3.3297, 0.4713)  -0.075
C (0.3128, 4.4595, -0.3373)  -0.056
C (-0.7268, 4.6461, -1.2370)  -0.057
C (-1.7164, 3.6792, -1.4001)  -0.075
P (-0.6926, 0.9190, 1.4027)  0.875
C (0.2018, 1.4425, 2.9241)  -0.369
C (1.5656, 1.1377, 3.0460)  -0.120
C (2.2786, 1.5969, 4.1637)  -0.056
C (1.6280, 2.3634, 5.1399)  -0.046
C (0.2762, 2.7120, 4.9877)  -0.044
C (-0.4374, 2.2588, 3.8781)  -0.057
Ir (-0.0367, -0.9135, 0.4073)  0.971
P (0.7121, -0.8950, -1.6577)  0.871
C (1.6704, 0.5996, -2.0009)  -0.377
C (1.4026, 1.3793, -3.1289)  -0.092
C (2.0286, 2.6219, -3.2492)  -0.043
C (3.1060, 2.9348, -2.4076)  -0.046
C (3.4406, 2.0928, -1.3357)  -0.058
C (2.6898, 0.9392, -1.0932)  -0.117
C (1.7320, -2.3032, -2.1741)  -0.362
C (1.1612, -3.5863, -2.0616)  -0.115
C (1.8611, -4.6789, -2.5814)  -0.053
C (3.1383, -4.4787, -3.1437)  -0.043
C (3.7267, -3.2052, -3.1627)  -0.048
C (3.0297, -2.0937, -2.6689)  -0.058
C (-0.8496, -0.9900, -2.6088)  -0.421
C (-2.0066, -1.1682, -1.8453)  -0.147
C (-3.2605, -1.2256, -2.4805)  -0.045
C (-3.3246, -1.1069, -3.8733)  -0.040
C (-2.1567, -1.0027, -4.6494)  -0.041
C (-0.9041, -0.9697, -4.0212)  -0.098
C (-2.4213, 0.5657, 1.9351)  -0.353
C (-3.3718, 1.5909, 2.0690)  -0.085
C (-4.6793, 1.2795, 2.4707)  -0.039
C (-5.0593, -0.0605, 2.6490)  -0.048
C (-4.1344, -1.0939, 2.4668)  -0.054
C (-2.8080, -0.7702, 2.1373)  -0.124
H (0.2042, -3.7200, -1.5304)  0.113
H (1.4039, -5.6753, -2.5298)  0.120
H (3.6748, -5.3308, -3.5855)  0.123
H (4.7356, -3.0749, -3.5563)  0.119
H (3.4833, -1.1037, -2.6462)  0.105
H (0.7550, 0.9881, -3.9190)  0.083
H (1.6768, 3.3219, -4.0135)  0.124
H (3.6856, 3.8527, -2.5792)  0.124
H (4.2796, 2.3324, -0.6749)  0.119
H (2.8616, 0.3000, -0.2182)  0.100
H (-1.8956, -1.2612, -0.7272)  0.050
H (-4.1671, -1.3680, -1.8802)  0.121
H (-4.3007, -1.1276, -4.3659)  0.123
H (-2.2154, -0.9424, -5.7370)  0.122
H (0.0202, -0.9082, -4.6067)  0.122
H (-3.1067, 2.6169, 1.8333)  0.111
H (-5.4055, 2.0839, 2.6207)  0.122
H (-6.0866, -0.2982, 2.9275)  0.119
H (-4.4201, -2.1461, 2.5687)  0.119
H (-2.0811, -1.5893, 1.9823)  0.067
H (2.0653, 0.5640, 2.2587)  0.087
H (3.3493, 1.3707, 4.2482)  0.119
H (2.1892, 2.7007, 6.0182)  0.121
H (-0.2124, 3.3483, 5.7253)  0.120
H (-1.4689, 2.5759, 3.7197)  0.107
H (1.0872, 3.1603, 1.2064)  0.108
H (1.1292, 5.1705, -0.2817)  0.118
H (-0.7591, 5.5326, -1.8726)  0.121
H (-2.4618, 3.8969, -2.1737)  0.122
H (-2.4429, 1.6955, -0.7436)  0.102
H (-1.2072, 1.6180, -3.2951)  0.122
H (-1.2267, 1.1355, -2.6782)  0.073
C (1.2394, -4.2288, 3.6355)  0.006
C (0.5123, -3.1182, 4.0463)  -0.020
C (0.2561, -2.0484, 3.1665)  -0.084
C (0.6962, -2.1908, 1.8453)  -0.298
C (1.5372, -3.2422, 1.4181)  -0.066
C (1.7811, -4.2739, 2.3393)  -0.019
H (1.4028, -5.0643, 4.3173)  0.136
H (0.1254, -3.0385, 5.0597)  0.126
H (-0.2442, -1.1221, 3.4866)  0.096
H (1.9576, -3.2056, 0.4029)  0.088
H (2.4040, -5.1139, 2.0222)  0.126

Summary:
- Kohn-Sham gap (spin up / spin down): 0.2736 / 0.1758 Ha
- Spin multiplicity: 5
- Calculated total energy: -2408.9824 hartree
- Lowest unoccupied orbital energy (spin up / spin down): -5.56 / -9.40 eV
- Maximum force: 0.078 hartree/bohr
- Total charge: +2

---

Below is C42H37N5O2P2STi as an isolated structure at a distorted geometry, with properties calculated with the ωB97M-V functional and the def2-TZVPD basis.

Last column: Löwdin charge in e.
Geometry (Å):
Ti (-0.9218, 0.2475, -1.3058)  0.677
C (-0.3244, 2.9470, -2.0977)  -0.099
N (-0.7401, 2.6004, -0.7286)  -0.086
C (-2.0198, 3.1336, -0.2896)  -0.114
C (-3.1239, 2.3136, -0.8768)  -0.297
N (-2.9112, 1.2224, -1.5654)  0.099
C (-4.1672, 0.7750, -1.9694)  -0.184
C (-4.5305, -0.3330, -2.7290)  0.004
C (-5.8777, -0.5084, -2.9791)  -0.068
C (-6.8428, 0.3828, -2.4918)  -0.081
C (-6.4957, 1.4837, -1.7328)  -0.019
C (-5.1405, 1.6565, -1.4854)  -0.178
N (-4.4384, 2.6283, -0.7814)  0.181
C (0.3423, 1.7688, -2.7521)  -0.364
N (-0.2913, 0.7742, -3.3440)  0.085
C (0.6846, 0.0483, -4.0196)  -0.210
C (0.5775, -1.1351, -4.7470)  -0.001
C (1.7391, -1.6504, -5.2876)  -0.070
C (2.9792, -1.0230, -5.1057)  -0.083
C (3.1020, 0.1427, -4.3734)  -0.021
C (1.9306, 0.6643, -3.8397)  -0.189
N (1.6798, 1.7672, -3.0380)  0.167
H (0.3517, 3.8084, -2.1045)  0.132
H (-1.2046, 3.2138, -2.6825)  0.138
H (-0.0268, 2.8655, -0.0629)  0.100
H (-2.1623, 4.1881, -0.5628)  0.136
H (-2.0531, 3.0687, 0.8011)  0.133
H (-3.7850, -1.0277, -3.0858)  0.067
H (-6.2013, -1.3592, -3.5635)  0.108
H (-7.8852, 0.2024, -2.7181)  0.106
H (-7.2407, 2.1727, -1.3579)  0.111
H (-4.8262, 3.4364, -0.3272)  0.169
H (-0.3754, -1.6321, -4.8566)  0.099
H (1.6911, -2.5678, -5.8588)  0.107
H (3.8625, -1.4621, -5.5503)  0.104
H (4.0629, 0.6214, -4.2349)  0.109
H (2.3503, 2.4444, -2.7205)  0.159
O (1.0845, -0.3093, -0.5935)  -0.390
P (1.7641, -1.1535, 0.4428)  0.780
C (0.6880, -1.3698, 1.9102)  -0.245
P (-0.6296, -0.1193, 2.0975)  0.780
O (-1.3677, 0.0660, 0.8092)  -0.378
C (0.1319, 1.3930, 2.7051)  -0.255
C (-0.3129, 2.0215, 3.8648)  -0.062
C (0.2675, 3.2128, 4.2768)  -0.059
C (1.2998, 3.7774, 3.5419)  -0.059
C (1.7511, 3.1538, 2.3838)  -0.061
C (1.1665, 1.9724, 1.9619)  -0.099
C (-1.7021, -0.7581, 3.3836)  -0.296
C (-3.0560, -0.9031, 3.1069)  -0.054
C (-3.9030, -1.4279, 4.0720)  -0.058
C (-3.3972, -1.8114, 5.3043)  -0.060
C (-2.0410, -1.6726, 5.5827)  -0.064
C (-1.1924, -1.1482, 4.6237)  -0.089
C (3.2825, -0.3448, 0.9817)  -0.310
C (3.9012, -0.6092, 2.2002)  -0.074
C (5.0755, 0.0438, 2.5384)  -0.060
C (5.6463, 0.9516, 1.6558)  -0.062
C (5.0441, 1.2045, 0.4315)  -0.063
C (3.8646, 0.5594, 0.0948)  -0.078
C (2.1866, -2.7984, -0.1150)  -0.266
C (3.5089, -3.2166, -0.2379)  -0.067
C (3.7870, -4.4668, -0.7666)  -0.068
C (2.7517, -5.2913, -1.1853)  -0.058
C (1.4331, -4.8698, -1.0762)  -0.056
C (1.1491, -3.6273, -0.5385)  -0.087
H (1.3040, -1.4241, 2.8111)  0.067
H (0.1692, -2.3265, 1.8142)  0.087
H (-1.1110, 1.5887, 4.4537)  0.107
H (-0.0857, 3.6949, 5.1784)  0.113
H (1.7585, 4.7000, 3.8719)  0.112
H (2.5662, 3.5847, 1.8160)  0.111
H (1.5144, 1.4980, 1.0513)  0.075
H (-3.4347, -0.6216, 2.1322)  0.110
H (-4.9567, -1.5458, 3.8579)  0.113
H (-4.0593, -2.2256, 6.0530)  0.112
H (-1.6494, -1.9755, 6.5443)  0.111
H (-0.1384, -1.0331, 4.8507)  0.112
H (3.4820, -1.3303, 2.8939)  0.109
H (5.5483, -0.1602, 3.4897)  0.112
H (6.5665, 1.4558, 1.9196)  0.112
H (5.4975, 1.9001, -0.2627)  0.109
H (3.3821, 0.7464, -0.8576)  0.096
H (4.3249, -2.5763, 0.0749)  0.104
H (4.8142, -4.7932, -0.8583)  0.109
H (2.9733, -6.2633, -1.6059)  0.111
H (0.6234, -5.4980, -1.4221)  0.111
H (0.1201, -3.2918, -0.4949)  0.053
S (-1.7744, -2.9481, -2.4248)  0.544
C (-1.3846, -1.4931, -1.9179)  -0.810

Summary:
- Kohn-Sham gap (spin up / spin down): 0.2076 / 0.1817 Ha
- Spin multiplicity: 2
- Calculated total energy: -3977.2985 hartree
- Lowest unoccupied orbital energy (spin up / spin down): -2.14 / -2.14 eV
- Maximum force: 0.021 hartree/bohr
- Total charge: +1

---

Below is a 2-piece molecular cluster, C42H37OSi overall at a distorted geometry, with properties calculated with the ωB97M-V functional and the def2-TZVPD basis.

Last column: Löwdin charge in e.
Geometry (Å):
C (-0.1389, 0.5850, 2.0608)  -0.039
C (0.6850, -0.5495, 1.5130)  -0.444
C (0.0116, -1.7256, 1.3440)  0.055
O (1.9917, -0.3227, 1.2927)  -0.109
Si (3.0311, -0.8135, -0.0063)  0.670
C (2.1903, -2.1560, -0.9555)  -0.246
C (1.2351, -1.8099, -1.9231)  -0.082
C (0.4955, -2.8042, -2.5656)  -0.080
C (0.6835, -4.1477, -2.2275)  -0.074
C (1.6012, -4.5019, -1.2288)  -0.070
C (2.3851, -3.5071, -0.6251)  -0.097
C (3.2027, 0.7235, -1.0272)  -0.228
C (4.3305, 0.7585, -1.8619)  -0.077
C (4.5735, 1.8605, -2.6935)  -0.070
C (3.6858, 2.9430, -2.6884)  -0.081
C (2.5584, 2.9215, -1.8494)  -0.090
C (2.3287, 1.8240, -1.0084)  -0.087
C (4.6720, -1.3733, 0.6779)  -0.236
C (5.4769, -2.2757, -0.0449)  -0.108
C (6.7527, -2.6315, 0.4149)  -0.074
C (7.2204, -2.1173, 1.6308)  -0.078
C (6.4148, -1.2453, 2.3756)  -0.075
C (5.1478, -0.8724, 1.9003)  -0.077
H (-0.7284, 0.2087, 2.9096)  0.092
H (0.4426, 1.4744, 2.3271)  0.097
H (-0.8929, 0.8476, 1.3037)  0.021
H (0.5021, -2.6929, 1.2004)  0.063
H (-1.0807, -1.7046, 1.4855)  0.058
H (1.0610, -0.7588, -2.1669)  0.099
H (-0.2257, -2.5173, -3.3329)  0.084
H (0.1022, -4.9211, -2.7418)  0.107
H (1.7189, -5.5450, -0.9167)  0.109
H (3.1447, -3.7817, 0.1119)  0.107
H (5.0202, -0.0876, -1.8672)  0.101
H (5.4559, 1.8522, -3.3407)  0.109
H (3.8794, 3.8061, -3.3312)  0.106
H (1.8541, 3.7599, -1.8506)  0.097
H (1.4654, 1.8295, -0.3361)  0.089
H (5.1115, -2.6983, -0.9820)  0.102
H (7.3772, -3.2986, -0.1837)  0.107
H (8.2132, -2.3900, 1.9960)  0.107
H (6.7740, -0.8387, 3.3242)  0.106
H (4.5308, -0.1775, 2.4765)  0.106
C (-5.7545, -0.8817, 4.1063)  -0.036
C (-5.8413, -1.2618, 2.7586)  -0.049
C (-5.0441, -0.6369, 1.8089)  -0.005
C (-4.1770, 0.4184, 2.1841)  -0.176
C (-3.3438, 1.0820, 1.1967)  -0.057
C (-2.9308, 0.3216, 0.0814)  -0.030
C (-2.2802, 0.7798, -1.0426)  0.055
C (-2.2024, 0.0980, -2.3023)  -0.197
C (-1.6680, 0.8017, -3.4185)  -0.004
C (-1.7694, 0.2807, -4.7012)  -0.050
C (-2.3169, -0.9940, -4.9017)  -0.041
C (-2.8224, -1.7141, -3.8112)  -0.067
C (-2.7494, -1.1943, -2.5214)  -0.004
C (-3.0286, 2.5080, 1.3879)  -0.147
C (-1.8457, 3.1078, 0.8867)  -0.037
C (-1.5753, 4.4675, 1.0496)  -0.044
C (-2.4368, 5.2645, 1.8038)  -0.038
C (-3.6519, 4.7201, 2.2582)  -0.044
C (-3.9250, 3.3653, 2.0890)  -0.013
C (-4.0807, 0.7677, 3.5487)  -0.020
C (-4.8306, 0.0937, 4.5058)  -0.043
H (-6.3936, -1.3545, 4.8510)  0.117
H (-6.5231, -2.0506, 2.4454)  0.116
H (-5.1232, -0.9436, 0.7579)  0.123
H (-3.1505, -0.7407, 0.1227)  0.104
H (-2.0291, 1.8319, -1.1035)  0.111
H (-1.2349, 1.7914, -3.2533)  0.123
H (-1.4268, 0.8742, -5.5464)  0.116
H (-2.3960, -1.3939, -5.9145)  0.120
H (-3.2990, -2.6808, -3.9834)  0.119
H (-3.1433, -1.7623, -1.6685)  0.121
H (-1.0916, 2.5018, 0.3914)  0.083
H (-0.6791, 4.8956, 0.5955)  0.117
H (-2.1698, 6.2957, 2.0366)  0.118
H (-4.3838, 5.3448, 2.7750)  0.118
H (-4.8331, 2.9430, 2.5356)  0.125
H (-3.4170, 1.5854, 3.8427)  0.127
H (-4.6919, 0.3400, 5.5595)  0.119

Summary:
- Kohn-Sham gap: 0.1832 Ha
- Calculated total energy: -1987.1644 hartree
- Lowest unoccupied orbital energy: -5.40 eV
- Maximum force: 0.045 hartree/bohr
- Total charge: +1

---

Relative energy (zero: lowest compared OMol25 entry of this formula, charge and spin)
In order: 0.00; 0.00; 0.00
Unit: kJ/mol